1.
This record from the OMol25 dataset describes the ion C5H6PS with charge -1 in a non-equilibrium geometry. The level of theory is ωB97M-V/def2-TZVPD.

Structure (XYZ):
```
13
Properties=species:S:1:pos:R:3:nbo_charge:R:1
H 1.26 -0.57 1.34 0.210
C 0.02 0.33 -1.30 -0.267
H 0.19 -1.82 0.53 0.192
H 0.39 -0.61 -1.68 0.179
H -0.65 -0.77 1.62 0.219
C -0.24 0.36 0.07 -0.111
C 0.23 -0.76 0.92 -0.640
C -0.22 1.47 -2.03 -0.506
P -0.45 2.85 -0.85 0.634
H 0.06 1.75 -3.03 0.207
S -2.20 3.79 -1.22 -0.835
H -0.95 1.96 1.47 0.205
C -0.66 1.57 0.54 -0.486
```

Output
* spin multiplicity: 1
* gap between HOMO and LUMO: 6.410 eV
* LUMO: 3.76 eV
* energy above the lowest of the compared OMol25 structures with the same formula, charge and spin: 0.0 kcal per mole
* energy: -25406.4967 eV
* net charge: -1

---

2.
This record from the OMol25 dataset describes an isolated molecule of C5H6S in a non-equilibrium geometry. The level of theory is ωB97M-V/def2-TZVPD.

Structure (XYZ):
```
12
Properties=species:S:1:pos:R:3:nbo_charge:R:1
H -1.94 -0.66 1.45 0.199
H -0.01 1.95 -0.62 0.241
H -2.45 0.72 0.30 0.197
H 2.69 -1.16 0.28 0.234
C -1.73 0.01 0.61 -0.415
S 1.68 0.42 -1.38 0.267
C 0.61 -0.83 0.70 -0.276
C 1.72 -0.72 -0.02 -0.323
H 0.35 -1.47 1.53 0.230
C 0.03 0.93 -1.00 -0.597
H -0.48 0.79 -1.94 0.245
C -0.47 0.02 0.09 -0.002
```

Output
* spin multiplicity: 1
* gap between HOMO and LUMO: 8.757 eV
* LUMO: 0.95 eV
* energy above the lowest of the compared OMol25 structures with the same formula, charge and spin: 8.2 kcal per mole
* energy: -16116.1824 eV
* net charge: 0

---

3.
This record from the OMol25 dataset describes an isolated molecule of C5H6S in a non-equilibrium geometry. The level of theory is ωB97M-V/def2-TZVPD.

Structure (XYZ):
```
12
Properties=species:S:1:pos:R:3:nbo_charge:R:1
H 0.30 0.35 2.99 0.244
C -0.53 1.15 -1.80 -0.361
H -1.00 -0.50 2.11 0.241
S 0.57 0.89 0.74 0.341
H -0.50 2.26 -1.77 0.208
H 0.79 -1.25 2.03 0.239
H -0.80 0.66 -2.75 0.217
H -0.41 -3.33 -0.91 0.240
C 0.10 -0.28 2.00 -0.795
C -0.11 0.38 -0.71 -0.321
C -0.38 -2.27 -0.93 -0.227
C -0.34 -1.04 -0.82 -0.027
```

Output
* spin multiplicity: 1
* gap between HOMO and LUMO: 8.911 eV
* LUMO: 0.59 eV
* energy above the lowest of the compared OMol25 structures with the same formula, charge and spin: 55.9 kcal per mole
* energy: -16114.1124 eV
* net charge: 0